# 1
Density functional theory data (the ωB97M-V functional and the def2-TZVPD basis) for a molecular structure, C25H33N8O2PbS3.

XYZ file:
```
72
Properties=species:S:1:pos:R:3:mulliken_charge:R:1
Pb -0.864 -0.142 0.021 1.103
C 3.229 -2.561 -0.779 -1.623
C 1.893 -1.912 -0.990 0.704
N 0.805 -2.232 -0.408 -0.229
N 0.697 -3.266 0.440 -0.322
C -0.472 -3.565 1.075 0.483
N -0.426 -4.651 1.859 -0.407
S -1.910 -2.726 0.903 -0.407
C 1.786 -0.824 -2.001 0.800
C 2.789 -0.580 -2.932 -0.385
C 2.567 0.352 -3.936 -0.667
C 1.360 1.027 -3.981 -0.670
C 0.431 0.765 -2.987 -0.283
N 0.645 -0.126 -2.031 -0.140
H 3.220 -3.294 0.024 0.399
H 3.969 -1.799 -0.529 0.353
H 3.558 -3.068 -1.687 0.366
H 1.506 -3.829 0.666 0.176
H 0.426 -5.147 2.067 0.176
H -1.258 -4.885 2.370 0.228
H 3.730 -1.110 -2.894 0.365
H 3.330 0.542 -4.679 0.438
H 1.144 1.747 -4.758 0.464
H -0.519 1.289 -2.954 0.473
C -2.510 1.729 6.572 -1.563
C -2.437 1.990 5.095 0.673
C -1.832 3.144 4.599 -0.635
C -1.761 3.381 3.238 -0.634
C -2.309 2.459 2.360 0.233
C -2.946 1.321 2.830 -0.579
C -3.003 1.092 4.194 -0.683
S -2.091 2.690 0.614 1.147
O -2.424 4.033 0.245 -0.739
O -2.816 1.608 -0.047 -0.763
N -0.522 2.295 0.451 -0.215
C 0.471 3.005 -0.207 0.463
C 0.402 4.368 -0.553 -0.858
C 1.477 4.939 -1.201 -0.622
C 2.618 4.183 -1.450 -0.818
C 2.613 2.867 -1.036 -0.596
N 1.576 2.280 -0.438 0.240
H -1.725 2.257 7.111 0.364
H -2.430 0.664 6.785 0.381
H -3.471 2.070 6.963 0.324
H -1.419 3.867 5.293 0.553
H -1.307 4.286 2.849 0.514
H -3.405 0.642 2.122 0.606
H -3.498 0.202 4.565 0.442
H -0.488 4.931 -0.325 0.608
H 1.428 5.979 -1.499 0.437
H 3.476 4.609 -1.951 0.474
H 3.477 2.227 -1.192 0.459
C 5.142 0.547 2.247 -0.991
C 4.272 0.661 3.495 -0.407
N 2.969 0.035 3.288 -0.085
C 1.813 0.531 2.827 0.588
S 0.674 -0.673 2.293 -0.424
N 1.465 1.792 2.854 0.924
C 2.221 2.967 3.276 -0.677
C 2.312 3.094 4.794 -1.043
H 6.125 0.983 2.429 0.404
H 4.681 1.073 1.409 0.112
H 5.277 -0.500 1.973 0.332
H 4.155 1.702 3.776 0.136
H 4.747 0.142 4.328 0.462
H 2.999 -0.970 3.223 0.236
H 0.583 1.990 2.374 -0.831
H 1.686 3.821 2.864 0.362
H 3.214 2.962 2.824 0.366
H 1.333 3.315 5.212 0.265
H 2.995 3.902 5.057 0.385
H 2.674 2.170 5.248 0.276
```

Calculated values
- HOMO-LUMO gap: 0.26317 hartree
- E_tot: -80225.9426 eV
- Total charge: +1
- Strongest force on any atom: 0.0188 Eh/bohr
- E_LUMO: -3.047 eV

---

# 2
Density functional theory data (the ωB97M-V functional and the def2-TZVPD basis) for a single C25H33NO5 molecule.

XYZ file:
```
64
Properties=species:S:1:pos:R:3:mulliken_charge:R:1
C -1.533 -3.297 1.923 -1.278
C -1.321 -2.370 0.741 -0.219
O -1.317 -1.024 1.216 -0.159
C -1.330 -0.069 0.283 -0.292
O -1.322 -0.306 -0.897 -0.649
C -1.399 1.322 0.903 2.099
C -2.826 1.483 1.486 -1.807
C -3.884 1.063 0.506 0.476
C -4.394 1.954 -0.433 -0.450
C -5.322 1.526 -1.361 -0.952
C -5.762 0.213 -1.379 -0.579
C -5.272 -0.682 -0.437 0.398
O -5.630 -1.996 -0.341 -0.397
C -6.549 -2.509 -1.272 -0.937
C -4.343 -0.243 0.504 -0.154
C -1.108 2.378 -0.165 -1.291
C 0.349 2.321 -0.622 -0.450
N 1.235 2.491 0.514 0.056
C 2.627 2.709 0.150 -2.078
C 3.293 1.531 -0.522 0.729
C 3.174 1.319 -1.891 -0.211
C 3.726 0.205 -2.488 -1.387
C 4.422 -0.727 -1.733 -0.356
C 4.569 -0.529 -0.372 0.903
O 5.223 -1.367 0.510 -0.521
C 6.018 -2.418 0.006 -0.437
C 7.323 -1.926 -0.612 -1.082
C 3.999 0.602 0.236 0.457
O 4.160 0.785 1.578 -0.628
C 1.050 1.410 1.461 -0.355
C -0.365 1.467 2.026 -1.534
H -1.517 -4.329 1.586 0.417
H -2.492 -3.094 2.393 0.310
H -0.747 -3.150 2.659 0.306
H -0.365 -2.571 0.243 0.361
H -2.120 -2.478 -0.002 0.284
H -2.966 2.528 1.769 0.631
H -2.898 0.866 2.384 0.358
H -4.066 2.983 -0.432 0.496
H -5.713 2.221 -2.090 0.368
H -6.481 -0.094 -2.123 0.434
H -6.170 -2.431 -2.297 0.370
H -6.676 -3.559 -1.015 0.242
H -7.517 -2.001 -1.204 0.367
H -3.988 -0.953 1.235 0.520
H -1.754 2.213 -1.028 0.478
H -1.309 3.366 0.252 0.418
H 0.533 3.138 -1.325 0.431
H 0.524 1.368 -1.145 0.345
H 2.658 3.577 -0.514 0.645
H 3.167 2.948 1.070 0.536
H 2.647 2.045 -2.491 0.395
H 3.622 0.051 -3.551 0.381
H 4.842 -1.594 -2.218 0.361
H 5.449 -3.019 -0.713 0.325
H 6.229 -3.039 0.881 0.357
H 7.913 -2.775 -0.945 0.378
H 7.127 -1.275 -1.461 0.343
H 7.895 -1.366 0.125 0.308
H 4.698 0.048 1.901 0.350
H 1.778 1.530 2.266 0.551
H 1.217 0.422 0.994 0.227
H -0.499 0.677 2.765 0.325
H -0.511 2.433 2.512 0.465
```

Calculated values
- HOMO-LUMO gap: 0.32429 hartree
- E_tot: -38188.5435 eV
- Total charge: 0
- Strongest force on any atom: 0.0133 Eh/bohr
- E_LUMO: 0.723 eV
- SMILES: CCOC(=O)C1(Cc2cccc(OC)c2)CCN(Cc2cccc(OCC)c2O)CC1

---

# 3
Density functional theory data (the ωB97M-V functional and the def2-TZVPD basis) for a molecular structure, C25H34AsF6LaN4O2PS3 at a distorted geometry.

XYZ file:
```
77
Properties=species:S:1:pos:R:3:mulliken_charge:R:1
La -0.448 0.172 0.541 1.135
S -0.926 5.284 0.007 -0.026
C -0.923 3.638 0.142 0.641
S -1.010 2.798 1.681 -0.557
S -0.745 2.736 -1.297 -0.311
C -2.213 -0.075 3.979 -1.337
N -2.145 -0.933 2.763 0.810
C -1.680 -2.282 3.166 -0.972
C -3.495 -1.073 2.176 -0.776
C -4.068 0.215 1.639 -1.064
N -3.505 0.604 0.319 1.183
C -4.029 -0.267 -0.754 -1.364
C -3.897 2.000 0.036 -1.455
H -3.070 -0.321 4.609 0.353
H -2.278 0.973 3.690 0.286
H -1.311 -0.212 4.568 0.364
H -2.383 -2.764 3.863 0.434
H -0.690 -2.241 3.650 0.177
H -1.560 -2.901 2.276 0.091
H -4.196 -1.429 2.970 0.503
H -3.443 -1.840 1.403 0.131
H -3.904 1.035 2.349 0.438
H -5.158 0.075 1.529 0.358
H -5.119 -0.148 -0.868 0.419
H -3.825 -1.315 -0.574 0.307
H -3.563 0.008 -1.695 0.293
H -4.988 2.121 -0.043 0.376
H -3.428 2.325 -0.888 0.341
H -3.514 2.650 0.827 0.323
C 2.336 0.757 -3.224 -1.801
P 2.024 0.864 -1.441 1.956
C 3.163 -0.426 -0.937 0.292
C 2.655 -1.741 -0.935 -0.434
C 3.451 -2.797 -0.504 -0.495
C 4.772 -2.577 -0.090 -0.853
C 5.256 -1.259 -0.101 -0.468
C 4.470 -0.186 -0.522 -0.614
C 2.778 2.448 -0.985 0.209
C 3.785 3.015 -1.755 -0.477
C 4.302 4.262 -1.391 -0.674
C 3.825 4.963 -0.280 -0.659
C 2.815 4.373 0.487 -0.857
C 2.321 3.119 0.162 -0.358
H 1.822 1.577 -3.714 0.423
H 1.893 -0.174 -3.585 0.368
H 3.402 0.736 -3.455 0.586
H 1.641 -1.942 -1.273 0.163
H 3.020 -3.788 -0.504 0.421
H 5.388 -3.408 0.207 0.405
H 6.265 -1.060 0.250 0.384
H 4.853 0.825 -0.497 0.386
H 4.207 2.485 -2.597 0.327
H 5.099 4.693 -1.988 0.391
H 4.253 5.921 0.011 0.395
H 2.414 4.863 1.361 0.491
H 1.597 2.657 0.811 0.465
F 0.885 -1.645 1.667 -0.578
As 1.931 -0.600 2.828 2.057
F 2.144 0.513 1.345 -0.568
F 0.383 0.391 3.038 -0.491
F 2.867 0.550 3.759 -0.464
F 1.484 -1.555 4.209 -0.464
F 3.305 -1.587 2.449 -0.430
C -2.592 -4.104 -1.747 -1.064
N -1.938 -2.881 -2.208 0.279
C -1.976 -2.513 -3.557 -0.386
C -1.480 -1.326 -3.975 -1.089
C -0.893 -0.368 -3.012 0.157
O -0.501 0.753 -3.321 -0.542
N -0.909 -0.841 -1.691 1.106
C -1.414 -2.013 -1.237 0.200
O -1.444 -2.249 0.005 -0.725
H -2.438 -4.901 -2.473 0.409
H -3.666 -3.948 -1.618 0.297
H -2.146 -4.407 -0.795 0.297
H -2.388 -3.264 -4.223 0.452
H -1.506 -1.035 -5.016 0.476
```

Calculated values
- Spin multiplicity: 2
- HOMO-LUMO gap (spin up / spin down): 0.28972 / 0.21084 hartree
- E_tot: -156337.7611 eV
- Total charge: 0
- Strongest force on any atom: 0.0454 Eh/bohr
- E_LUMO (spin up / spin down): -0.242 / -2.372 eV

---

Question: The highest total charge belongs to which entry?
Answer: C25H33N8O2PbS3